No. 1
Entry from the Open Molecules 2025 dataset: a molecular structure, C37H51F3FeN4OPS (ωB97M-V/def2-TZVPD).

spin multiplicity	5
HOMO (spin up / spin down)	-0.03879 / -0.13616	Ha
M	743.72	g/mol
<S²>	6.12
total charge	-1
E_LUMO (spin up / spin down)	0.0878 / 0.0878	Ha
energy relative to the best compared isomer or geometry (same formula, charge and spin)	4.0	kJ/mol
electronic energy	-4037.70657	Ha

```
99
Properties=species:S:1:pos:R:3:forces:R:3:mulliken_spin:R:1
Fe -0.392 -1.477 0.326 0.10 -0.22 0.21 2.9087
C 2.260 -1.867 -1.542 0.03 0.00 0.01 -0.0165
N 2.034 -1.634 -0.129 0.03 -0.02 0.00 0.0037
C 2.457 -0.266 0.255 0.00 0.01 0.02 -0.0046
C 1.913 0.044 1.605 0.05 -0.01 0.00 0.1307
C 2.694 0.504 2.635 -0.01 -0.05 0.02 -0.1014
C 2.138 0.741 3.907 0.01 -0.01 0.01 0.4769
C 0.736 0.491 4.020 0.01 -0.01 -0.01 -0.0178
C 0.021 0.030 2.954 0.02 -0.04 0.02 0.0987
N 0.569 -0.248 1.724 -0.11 0.07 -0.03 0.2532
C 2.653 -2.631 0.737 -0.01 0.01 0.00 0.0164
C 1.708 -3.723 1.166 -0.02 0.04 0.02 0.0104
C 2.098 -5.050 1.267 0.03 -0.01 0.05 0.0018
C 1.206 -5.967 1.801 0.00 0.01 0.00 -0.0005
C -0.041 -5.531 2.214 0.01 0.00 0.01 0.0056
C -0.362 -4.193 2.040 -0.02 0.02 0.03 0.0114
N 0.492 -3.315 1.528 0.05 -0.01 -0.14 0.0237
C 1.269 -1.081 -2.367 -0.02 0.01 -0.02 0.0135
C 1.439 -0.867 -3.729 0.03 -0.01 -0.01 0.0010
C 0.445 -0.202 -4.425 -0.03 0.00 0.01 -0.0043
C -0.679 0.242 -3.742 0.04 -0.02 -0.01 0.0002
C -0.760 -0.002 -2.382 -0.06 0.07 -0.01 -0.0048
N 0.198 -0.643 -1.718 -0.12 0.06 0.05 0.0001
H 2.111 -2.926 -1.755 0.01 0.00 0.00 -0.0029
H 3.288 -1.601 -1.839 0.00 0.01 0.00 0.0005
H 2.037 0.418 -0.487 -0.02 0.00 -0.01 0.0019
H 3.554 -0.178 0.234 0.00 0.00 -0.01 0.0072
H 3.750 0.675 2.443 0.00 0.00 0.00 -0.0080
H 2.730 1.109 4.733 0.00 0.00 0.00 0.0724
H 0.211 0.671 4.952 0.00 0.00 0.00 0.0090
H -1.043 -0.161 3.023 0.00 0.01 -0.01 0.0325
H 2.942 -2.106 1.655 0.04 -0.02 0.00 -0.0070
H 3.567 -3.052 0.298 -0.03 -0.02 -0.03 -0.0081
H 3.084 -5.352 0.936 0.00 0.00 0.00 0.0004
H 1.482 -7.011 1.889 0.00 0.00 0.00 -0.0001
H -0.767 -6.213 2.635 0.00 0.00 0.00 0.0011
H -1.341 -3.796 2.287 0.00 -0.01 -0.01 0.0029
H 2.329 -1.231 -4.228 0.00 0.00 0.00 0.0010
H 0.545 -0.033 -5.491 0.00 0.00 0.00 0.0000
H -1.483 0.756 -4.251 0.00 0.00 -0.01 0.0002
H -1.612 0.284 -1.775 0.00 0.03 -0.02 0.0243
S -2.385 -1.058 0.810 -0.04 0.06 -0.07 0.2440
F -1.825 -3.977 -0.308 0.01 0.00 -0.01 -0.0042
C -1.080 -2.978 -0.861 0.01 0.07 -0.02 -0.1561
F -1.770 -2.637 -1.992 0.00 -0.02 0.02 -0.0035
F 0.022 -3.694 -1.391 0.00 -0.01 0.01 -0.0130
O -0.416 2.435 -0.505 -0.05 -0.01 -0.08 -0.0040
P -0.451 3.824 -1.036 0.08 0.08 0.06 -0.0199
C 0.222 3.856 -2.748 -0.03 -0.06 -0.02 0.0020
C 1.443 2.940 -2.966 -0.01 -0.02 -0.01 -0.0104
C 2.805 3.623 -2.901 0.02 0.00 0.02 -0.0012
C 2.834 4.895 -3.740 0.00 0.00 0.00 -0.0001
C 1.752 5.857 -3.263 0.02 0.01 0.01 0.0001
C 0.362 5.238 -3.407 0.01 0.00 0.01 -0.0005
C 0.511 4.998 -0.003 -0.03 0.05 -0.03 0.0015
C 1.887 4.361 0.351 0.01 0.02 0.03 0.0075
C 2.150 4.302 1.855 -0.02 0.00 0.01 0.0170
C 0.997 3.619 2.582 -0.01 0.05 0.01 0.0224
C -0.366 4.267 2.262 -0.01 0.01 -0.02 0.0218
C -0.229 5.426 1.273 0.04 -0.04 0.01 0.0007
C -2.133 4.588 -1.196 -0.05 -0.06 -0.04 0.0002
C -2.870 4.291 -2.516 0.03 0.03 0.02 -0.0005
C -3.283 2.825 -2.620 -0.03 0.00 0.04 0.0007
C -4.197 2.424 -1.463 0.05 0.00 -0.01 0.0023
C -3.537 2.728 -0.121 0.01 0.04 -0.07 -0.0006
C -3.086 4.188 -0.046 -0.01 0.00 -0.03 -0.0042
H -0.599 3.328 -3.246 -0.01 0.05 -0.02 0.0011
H 1.341 2.496 -3.962 0.00 0.02 -0.01 -0.0003
H 1.387 2.107 -2.260 0.00 -0.01 -0.01 0.0038
H 3.567 2.919 -3.246 0.00 0.00 0.00 0.0003
H 3.061 3.875 -1.871 0.00 -0.02 -0.06 -0.0004
H 2.659 4.647 -4.795 0.00 0.00 0.00 0.0000
H 3.817 5.369 -3.683 0.00 0.00 0.00 0.0000
H 1.788 6.793 -3.827 0.00 0.00 0.00 0.0000
H 1.949 6.113 -2.217 0.00 -0.01 -0.03 0.0000
H 0.151 5.133 -4.478 0.01 0.00 0.00 -0.0001
H -0.393 5.927 -3.017 -0.02 0.00 -0.01 0.0001
H 0.662 5.886 -0.628 -0.04 0.00 0.05 0.0016
H 2.686 4.923 -0.140 -0.02 -0.02 0.00 0.0011
H 1.927 3.334 -0.024 0.00 0.00 0.01 -0.0045
H 2.323 5.310 2.250 -0.01 0.00 -0.01 0.0019
H 3.068 3.737 2.029 0.00 0.01 0.01 0.0046
H 1.186 3.622 3.656 0.00 -0.03 -0.01 -0.0085
H 0.975 2.571 2.284 0.00 0.00 -0.02 -0.0884
H -0.855 4.624 3.171 0.02 0.02 0.00 0.0131
H -1.012 3.499 1.836 -0.03 -0.01 0.02 0.0155
H 0.344 6.236 1.736 0.00 0.01 0.00 0.0004
H -1.203 5.856 1.031 0.00 0.01 -0.01 -0.0005
H -1.954 5.669 -1.147 0.01 0.00 0.04 0.0000
H -2.286 4.599 -3.385 0.02 -0.02 0.00 0.0001
H -3.774 4.912 -2.523 0.00 0.01 -0.01 0.0000
H -2.385 2.206 -2.583 0.04 -0.08 -0.01 0.0000
H -3.770 2.639 -3.582 0.00 0.01 0.00 0.0003
H -4.432 1.359 -1.517 -0.02 0.01 -0.01 0.0034
H -5.141 2.979 -1.551 -0.01 -0.02 0.00 -0.0001
H -2.685 2.061 0.019 0.02 -0.01 0.05 0.0230
H -4.233 2.521 0.694 0.00 0.00 0.01 -0.0038
H -2.653 4.393 0.930 0.04 -0.03 0.02 0.0001
H -3.966 4.839 -0.138 0.00 0.00 0.02 0.0004
```
Forces are in eV/Å.

No. 2
Entry from the Open Molecules 2025 dataset: a single C3H5NO2 molecule at a distorted geometry (ωB97M-V/def2-TZVPD).

HOMO	-0.36943	Ha
M	87.08	g/mol
total charge	0
E_LUMO	0.0162	Ha
energy relative to the best compared isomer or geometry (same formula, charge and spin)	265.3	kJ/mol
electronic energy	-322.47327	Ha

```
11
Properties=species:S:1:pos:R:3:forces:R:3:nbo_charge:R:1
C 1.514 0.074 0.280 -0.79 -1.32 -0.28 -0.3210
N -0.253 -0.202 -0.104 1.05 0.76 0.14 -0.5197
C -0.671 1.076 0.030 0.16 0.76 0.16 0.5110
O 0.153 1.925 0.306 -1.11 1.10 0.14 -0.5987
C -1.224 -1.218 -0.416 0.83 -0.12 0.08 0.5371
O -1.026 -2.397 -0.550 0.33 0.76 0.16 -0.5419
H 1.885 -0.726 -0.319 0.41 -0.75 0.13 0.1978
H 1.539 -0.067 1.358 -0.14 -0.33 -0.27 0.2141
H 2.079 1.014 0.057 -1.52 -0.76 -0.36 0.2475
H -1.727 1.344 -0.102 -0.07 -0.34 -0.08 0.1437
H -2.270 -0.822 -0.540 0.86 0.25 0.20 0.1300
```
Forces are in eV/Å.